Entry 1:
{
  "formula": "C41H92F18N6O23S6",
  "method": "the ωB97M-V functional and the def2-TZVPD basis",
  "homo_energy_ev": -6.137,
  "molar_mass_g_mol": 1571.57,
  "homo_lumo_gap_ha": 0.15104,
  "max_force_ha_per_bohr": 0.087,
  "species": ["H", "H", "C", "H", "H", "H", "H", "F", "O", "S", "O", "C", "F", "H", "H", "H", "C", "H", "C", "N", "H", "S", "H", "H", "C", "O", "N", "H", "H", "O", "N", "H", "H", "H", "H", "F", "H", "H", "O", "H", "H", "H", "F", "F", "C", "H", "H", "C", "F", "C", "C", "O", "F", "O", "O", "C", "C", "C", "H", "H", "H", "F", "C", "F", "H", "H", "F", "H", "C", "C", "H", "O", "H", "H", "H", "H", "H", "O", "C", "H", "H", "C", "H", "C", "F", "H", "H", "H", "H", "H", "N", "H", "H", "C", "S", "H", "H", "H", "H", "H", "H", "O", "C", "H", "H", "H", "C", "H", "O", "H", "H", "H", "H", "C", "H", "C", "C", "F", "H", "F", "O", "H", "H", "N", "C", "H", "H", "N", "O", "S", "H", "H", "O", "H", "H", "C", "C", "O", "H", "C", "H", "H", "C", "O", "O", "H", "O", "H", "S", "H", "H", "O", "H", "C", "O", "C", "H", "H", "F", "H", "H", "C", "H", "C", "C", "C", "F", "C", "C", "F", "H", "C", "H", "F", "C", "F", "H", "H", "H", "O", "C", "S", "C", "H", "H", "O"],
  "xyz": [[5.949, -6.078, -5.842], [7.494, 2.003, -7.945], [4.610, -4.961, -3.852], [-1.503, -0.480, 1.342], [-9.312, 4.210, 0.723], [-7.315, 3.551, 0.181], [-4.492, 0.017, 8.364], [-0.978, -1.486, -7.265], [3.770, -4.959, -1.578], [1.102, 3.728, 1.907], [-1.730, -0.401, -1.174], [3.638, -4.381, -2.828], [1.041, 5.784, 3.390], [4.701, 4.768, -4.372], [-2.466, 1.120, -2.298], [7.249, -2.082, 7.042], [-4.687, 0.800, 9.097], [-8.605, 6.984, -0.208], [6.549, 4.026, -6.290], [-7.628, 5.505, 1.066], [-0.538, -4.188, 1.449], [-9.644, 0.984, -3.816], [-2.613, -2.219, -1.003], [7.460, 3.791, -3.542], [-7.785, 6.267, -0.211], [-4.844, -9.411, -3.992], [-1.617, -1.482, 1.399], [7.398, 4.530, -5.828], [4.399, -5.695, -6.495], [-6.738, 0.604, 4.059], [-2.765, 2.348, 8.016], [4.994, 0.722, -4.415], [4.015, 3.579, -3.159], [4.130, -7.479, -2.703], [-1.185, 0.110, -3.040], [-4.998, -6.813, -2.532], [-1.923, -4.032, 0.389], [-6.511, 3.659, 1.696], [2.179, 2.974, 1.309], [5.843, -7.439, -3.324], [5.534, -2.311, 7.539], [2.598, -0.792, 4.220], [-7.128, 1.935, -4.289], [-4.315, -5.552, -4.224], [-0.886, -3.726, 0.525], [4.620, -4.739, -1.189], [-8.855, 4.490, 2.375], [2.673, -6.547, -4.777], [-7.213, 0.592, -2.552], [4.368, 3.749, -4.176], [3.567, -1.257, 4.038], [-4.592, 5.438, 0.632], [-0.396, 0.578, -7.894], [2.091, -1.151, -6.703], [-9.958, 2.175, -3.047], [-1.874, 2.895, 9.145], [7.740, 3.007, -8.289], [1.945, 4.869, 3.142], [2.679, -7.484, -5.335], [5.692, 3.793, -8.266], [7.206, 0.563, -3.593], [-0.762, -0.973, -9.377], [4.906, -6.395, -5.831], [2.426, 4.257, 4.220], [-6.943, 5.654, 3.076], [-1.140, 1.110, 7.094], [-3.136, -5.430, 7.535], [6.145, 0.266, -2.188], [-8.575, -0.692, 2.598], [5.292, 1.430, -3.642], [-0.371, -4.308, -0.240], [-5.985, -0.286, 1.915], [3.289, -2.310, 4.055], [-6.185, 6.887, 1.993], [3.909, -0.114, 2.564], [3.715, 3.404, -6.144], [2.171, -6.627, -3.813], [-3.498, -8.383, -5.775], [1.982, 4.167, -4.891], [6.072, 4.102, -2.507], [-3.426, 2.837, 5.903], [-2.115, 0.102, -2.471], [-5.761, 0.819, 9.281], [-2.806, 3.211, 6.718], [-2.942, -7.047, -3.305], [-2.607, -1.571, 1.221], [5.639, -5.141, -3.540], [-6.842, 6.777, -0.409], [5.020, -3.662, 5.710], [7.727, -1.408, 4.700], [4.168, -6.279, -4.476], [-4.486, 2.955, 9.075], [-4.824, 3.650, 0.009], [-4.268, 2.112, 8.419], [-0.655, -4.850, 6.605], [1.095, 3.880, -5.457], [-1.652, 2.083, 9.837], [4.578, 0.106, 5.397], [3.772, -3.300, -2.871], [-2.996, 4.246, 7.004], [3.717, -1.340, 6.033], [0.622, -4.571, 7.292], [6.685, 3.931, -7.839], [7.993, 2.112, -1.940], [2.579, -4.531, -3.038], [-9.681, 5.899, 1.494], [-2.137, 0.967, 7.510], [-4.820, 2.180, 7.482], [-10.163, -0.197, -3.143], [8.732, 3.230, -7.898], [6.993, 4.884, -8.271], [1.621, 3.931, -3.890], [-5.559, 4.664, -1.091], [5.765, -3.173, 5.083], [-4.579, 1.133, 10.975], [6.232, -1.696, 6.971], [6.614, 3.321, -3.040], [-9.306, -0.924, 3.751], [3.041, 2.227, -5.006], [2.997, 5.490, 2.517], [2.349, -0.227, -8.907], [-2.317, 3.811, 9.535], [4.399, -8.273, -4.126], [5.657, 2.822, -4.187], [-7.088, 6.325, 2.229], [-7.880, 7.001, 2.554], [7.075, 0.104, 4.938], [5.768, -1.693, 5.516], [0.302, 4.549, 0.938], [-4.648, -8.264, -4.850], [-2.781, -0.569, -3.013], [0.114, -1.663, 0.329], [-5.916, -7.922, -5.515], [5.668, 2.014, -6.245], [4.838, -7.427, -6.175], [4.782, -7.414, -3.574], [-1.923, -5.279, 8.039], [-4.032, 0.643, 10.357], [5.834, 4.839, -6.166], [6.923, 2.166, -2.143], [-7.970, 5.482, -0.943], [4.394, 1.580, -3.042], [6.484, 1.010, -2.909], [-6.461, -1.823, 3.828], [0.233, 2.797, 2.717], [2.372, -5.693, -5.383], [4.122, -1.022, 2.792], [7.866, 3.056, -9.371], [-6.731, -0.559, 3.137], [6.811, -3.460, 5.192], [-0.940, 3.099, 8.622], [-0.598, -5.992, 5.676], [-2.878, 0.530, 6.842], [6.320, 2.609, -5.606], [-1.209, -3.694, 5.944], [-4.248, -6.818, -3.634], [6.341, -0.889, 3.611], [-3.671, 5.204, 0.494], [-9.030, 0.476, 2.094], [-1.749, 3.203, 6.451], [5.432, -3.116, 4.046], [3.311, 3.274, -5.140], [4.505, -4.340, -4.741], [-6.710, 4.226, 0.787], [-9.068, 4.999, 1.434], [4.438, -0.971, 5.303], [-7.324, -0.299, -4.561], [-0.315, -0.737, -8.157], [6.771, -0.891, 4.613], [-8.696, -1.646, 1.675], [5.982, -0.703, 7.343], [-5.451, 4.542, -0.014], [-1.432, -1.806, 2.338], [-1.462, -6.416, 8.537], [-0.845, -2.177, 0.264], [-1.941, -4.407, 9.068], [6.471, 2.153, -1.151], [7.302, 2.167, -5.436], [1.998, 5.257, -4.900], [1.850, -2.570, -8.626], [-7.682, 0.787, -3.816], [1.648, -1.217, -8.091], [-1.596, -1.829, -1.034], [-2.039, 0.368, 8.416], [-1.116, -2.237, -1.924], [-10.029, 1.125, -5.224]],
  "lowdin_charge": [0.108, 0.072, -0.091, 0.158, 0.115, 0.139, 0.125, 0.119, -0.039, 0.498, -0.221, -0.245, 0.137, 0.127, 0.094, 0.112, -0.210, 0.110, -0.171, -0.325, 0.088, 0.449, 0.143, 0.129, 0.001, -0.357, 0.240, 0.104, 0.112, -0.422, -0.301, 0.144, 0.128, 0.099, 0.085, 0.121, 0.094, 0.143, -0.382, 0.112, 0.109, 0.141, 0.070, 0.053, -0.017, 0.096, 0.105, 0.070, 0.072, -0.124, -0.247, -0.058, 0.104, -0.426, -0.391, 0.029, -0.125, -0.673, 0.113, 0.119, 0.131, 0.142, 0.006, 0.127, 0.103, 0.104, 0.143, 0.131, -0.600, -0.125, 0.083, -0.381, 0.125, 0.098, 0.107, 0.102, 0.112, -0.381, -0.052, 0.130, 0.116, -0.049, 0.137, 0.021, 0.045, 0.166, 0.136, 0.106, 0.123, 0.096, -0.331, 0.128, 0.133, -0.082, 0.457, 0.075, 0.102, 0.138, 0.127, 0.104, 0.139, -0.404, -0.268, 0.128, 0.129, 0.105, 0.049, 0.129, -0.351, 0.083, 0.112, 0.067, 0.130, 0.050, 0.092, 0.018, -0.061, 0.069, 0.116, 0.082, -0.385, 0.106, 0.094, -0.156, 0.006, 0.098, 0.109, -0.330, -0.366, 0.467, 0.100, 0.145, -0.367, 0.134, 0.107, 0.027, -0.656, -0.051, 0.100, -0.174, 0.119, 0.141, -0.210, -0.354, -0.419, 0.125, -0.041, 0.087, 0.462, 0.108, 0.097, -0.363, 0.113, -0.048, -0.393, -0.581, 0.093, 0.102, 0.092, 0.093, 0.100, -0.177, 0.133, -0.038, 0.054, -0.090, 0.091, -0.621, 0.030, 0.139, 0.108, -0.248, 0.170, 0.115, -0.250, 0.102, 0.132, 0.127, 0.072, -0.385, -0.579, 0.452, -0.172, 0.099, 0.139, -0.361]
}

---

Entry 2:
{
  "formula": "C41H93InO13PS7",
  "method": "the ωB97M-V functional and the def2-TZVPD basis",
  "total_charge": -1,
  "homo_energy_ev": -4.625,
  "molar_mass_g_mol": 1164.44,
  "homo_lumo_gap_ha": 0.21200,
  "max_force_ha_per_bohr": 0.131,
  "species": ["H", "H", "O", "H", "S", "H", "H", "C", "H", "C", "H", "H", "H", "C", "H", "H", "H", "C", "H", "H", "O", "H", "H", "C", "H", "H", "C", "H", "H", "H", "H", "H", "H", "H", "H", "O", "C", "C", "H", "H", "H", "H", "H", "H", "C", "H", "C", "C", "H", "H", "C", "H", "H", "H", "C", "O", "H", "H", "H", "C", "H", "C", "O", "H", "C", "H", "H", "S", "S", "O", "C", "C", "C", "H", "H", "S", "H", "H", "C", "H", "H", "C", "H", "C", "H", "H", "H", "H", "H", "H", "C", "C", "H", "H", "C", "H", "H", "H", "H", "H", "H", "O", "H", "H", "H", "H", "H", "H", "C", "H", "H", "C", "C", "O", "C", "S", "O", "O", "H", "C", "H", "H", "P", "C", "C", "In", "H", "H", "H", "H", "H", "O", "H", "H", "H", "C", "S", "C", "O", "O", "H", "H", "C", "H", "H", "C", "H", "C", "C", "S", "H", "H", "C", "H", "C", "C"],
  "xyz": [[3.019, 4.748, -1.519], [8.534, -2.383, 0.507], [6.110, -2.510, -0.679], [7.210, -1.401, 1.518], [-3.511, -1.730, -1.189], [-9.226, -5.153, -6.694], [-7.601, 0.353, -3.739], [-8.404, -0.644, -1.225], [-7.985, -1.028, 13.714], [-7.629, -1.895, -2.020], [3.528, -4.112, -6.270], [10.404, -0.568, -1.604], [7.357, -4.302, -6.039], [3.126, 3.693, -2.015], [15.202, -5.237, -4.177], [-8.917, 2.875, -2.654], [-6.879, -1.523, -2.837], [-9.736, -5.418, -5.765], [-9.049, -5.970, -5.120], [-9.011, -2.521, 0.015], [-9.033, -3.167, -4.503], [-7.540, 3.950, -1.945], [5.166, -0.041, -2.068], [9.231, 3.353, -2.313], [-9.793, -1.256, 10.280], [9.824, -2.875, -3.720], [4.453, 2.840, -1.502], [-2.616, 4.351, -3.019], [-10.610, -6.033, -5.996], [-2.720, -0.243, 0.509], [-3.938, 0.048, 10.450], [10.601, 3.263, -0.371], [-1.654, 3.522, 6.732], [-5.275, 0.127, 9.260], [5.460, -1.191, -3.562], [13.205, -3.202, -3.370], [9.404, -0.515, 1.617], [-5.391, 2.487, 10.806], [-7.822, 1.028, 0.218], [-6.343, 2.044, 10.504], [-8.413, -1.286, 9.152], [9.338, 2.294, -2.805], [-1.660, -2.291, -2.619], [9.904, -1.267, 2.374], [-10.975, -4.703, -3.490], [10.770, 4.713, -2.071], [6.002, -0.574, -2.723], [6.929, 0.617, -3.381], [-9.564, 0.780, -2.751], [9.088, -1.142, -3.641], [-8.514, -0.772, 12.793], [3.053, -3.492, -4.668], [14.784, -4.453, -0.393], [-8.374, -2.686, -2.458], [-3.242, 3.817, -2.159], [-4.811, -1.023, -1.440], [-10.626, 0.181, -1.287], [-6.375, -0.036, -0.380], [13.451, -3.271, -0.418], [10.538, -1.706, -1.896], [11.621, -1.827, -2.329], [-8.169, 2.974, -1.743], [-4.752, 2.751, 8.222], [6.200, -5.580, -5.587], [15.329, -4.815, -3.178], [-8.696, 2.943, -0.699], [-0.915, 2.390, -1.432], [13.703, -4.348, -2.539], [-2.894, 3.952, 4.715], [5.449, -2.065, -5.671], [-2.364, -0.522, -0.485], [-5.617, 2.395, -1.406], [-8.764, -0.923, 10.121], [-5.597, 1.825, 1.011], [8.043, 4.675, -3.757], [5.424, -3.389, -4.966], [-3.232, -2.577, -3.409], [5.358, 3.186, -4.707], [-7.079, 1.709, -1.845], [-11.808, -5.341, -3.794], [-2.603, -0.915, -3.271], [-0.402, 3.459, -1.309], [4.170, 1.740, -1.137], [6.300, -4.578, -6.011], [9.022, 2.218, -0.261], [-9.550, -1.111, 12.865], [4.923, 3.454, -0.608], [-4.472, 2.512, 5.835], [-0.722, 3.116, 5.269], [1.048, 2.243, -0.007], [9.450, 3.246, -0.683], [-4.253, 0.444, 9.481], [-5.220, 4.028, 5.268], [-10.117, -1.020, -2.681], [-3.529, 2.980, 0.530], [7.974, 0.579, -2.827], [-8.482, 0.310, 12.646], [15.014, -2.855, -1.169], [-7.093, 2.157, -4.088], [-3.582, 0.071, 8.704], [15.776, -5.567, -2.523], [-1.257, 4.286, -0.393], [5.893, -4.557, -7.024], [-10.211, -5.299, -2.984], [1.518, 4.074, -0.074], [-5.779, 0.817, -3.615], [-1.370, -0.968, -0.400], [-2.322, 0.368, -1.117], [-8.964, -1.344, 0.188], [8.902, 4.158, -0.176], [10.168, -0.099, 0.832], [-9.740, -0.108, -2.010], [1.109, 3.193, -0.727], [10.382, 4.163, -2.829], [9.338, -2.076, -2.978], [-7.699, -1.610, 11.412], [7.917, -0.551, -0.423], [1.960, 2.809, -1.863], [3.762, -5.121, -4.809], [-6.884, 1.210, -3.394], [15.976, -3.936, -3.235], [-5.042, 3.286, -3.686], [7.117, -1.612, -1.561], [7.817, 4.119, -2.736], [3.780, -4.103, -5.207], [6.084, 2.707, -3.105], [-11.341, -3.931, -2.809], [-3.074, 2.913, 1.626], [-6.960, -2.415, -1.179], [-8.716, 0.168, 10.138], [-5.039, 2.025, 11.732], [-3.049, 3.184, 3.436], [7.149, 0.399, -4.534], [-2.001, 2.011, 5.836], [-4.203, 4.039, 6.732], [-1.704, 3.058, 5.744], [-4.156, 2.251, 9.505], [-5.000, 2.341, 0.118], [-6.340, -0.995, 11.250], [8.170, -2.736, -2.373], [3.288, 3.864, -3.184], [-0.376, 3.919, -2.395], [-7.354, 0.521, -0.754], [8.883, 0.381, 2.205], [-5.526, 3.559, 10.967], [-4.338, 3.592, 5.744], [7.604, 4.926, -1.903], [-2.621, 3.709, -0.630], [8.164, -1.305, 0.830], [-10.268, -3.895, -4.946], [-8.189, -1.096, 1.042], [10.318, -2.337, -0.934], [14.304, -3.664, -0.976], [-10.041, -0.967, 0.472], [-4.719, 3.175, -2.563], [-2.663, -1.889, -2.779]],
  "lowdin_charge": [0.114, 0.107, -0.432, 0.130, 0.835, 0.050, 0.072, -0.466, 0.051, -0.096, 0.053, 0.075, 0.049, -0.296, 0.048, 0.073, 0.070, -0.275, 0.058, 0.081, -0.563, 0.086, 0.080, -0.435, 0.053, 0.127, -0.283, 0.093, 0.049, 0.049, 0.052, 0.081, 0.050, 0.040, 0.051, -0.561, -0.107, -0.268, 0.118, 0.045, 0.054, 0.113, 0.052, 0.075, -0.272, 0.084, -0.292, -0.358, 0.058, 0.112, -0.270, 0.053, 0.050, 0.051, -0.007, -0.574, 0.078, 0.100, 0.048, -0.093, 0.056, -0.074, -0.580, 0.050, -0.279, 0.086, 0.120, 0.811, 0.853, -0.543, -0.261, -0.106, -0.266, 0.095, 0.043, 0.810, 0.047, -0.097, -0.418, 0.049, 0.060, -0.168, 0.040, -0.267, 0.074, 0.053, 0.026, 0.051, 0.050, 0.136, -0.097, -0.269, 0.055, 0.083, 0.022, -0.004, 0.056, 0.059, 0.089, 0.052, 0.049, -0.165, 0.053, 0.059, 0.131, 0.098, 0.056, 0.043, -0.104, 0.079, 0.067, -0.084, -0.175, -0.176, -0.272, 0.826, -0.319, -0.237, 0.050, -0.097, 0.056, 0.079, 0.780, -0.277, -0.266, 0.595, 0.048, 0.055, 0.087, 0.054, 0.055, -0.582, 0.057, 0.056, 0.027, -0.265, 0.841, -0.008, -0.568, -0.290, 0.085, 0.132, -0.153, 0.086, 0.048, -0.288, 0.033, -0.170, -0.286, 0.815, 0.083, 0.075, -0.269, 0.070, -0.023, -0.266]
}